No. 1
C8H15BN2O | wB97M-V/def2-TZVPD

```
27
C8H15BN2O wB97M-V/def2-TZVPD
B -0.52 0.32 -0.73
C -3.10 -2.23 -0.96
C -2.46 -2.72 0.20
C -1.47 -0.88 -0.55
C -0.56 1.05 -2.14
C 1.96 1.89 1.88
C 2.57 1.39 -0.63
C -0.55 -1.95 1.53
C 1.52 1.65 0.41
N -2.49 -1.13 -1.41
N -1.38 -1.86 0.36
O 0.49 0.55 0.47
H -3.91 -2.61 -1.52
H -2.71 -3.46 1.02
H -1.51 1.00 -2.79
H 0.05 0.54 -2.85
H -0.20 2.05 -1.98
H 2.35 1.03 2.45
H 2.59 2.78 1.89
H 1.06 2.16 2.51
H 1.94 1.32 -1.54
H 3.03 0.37 -0.53
H 3.43 2.15 -0.69
H -0.23 -2.93 1.73
H 0.29 -1.27 1.37
H -1.09 -1.62 2.44
H 0.89 2.40 0.07
```

Summary:
* frontier orbital gap: 9.128 eV
* SMILES: CB(OC(C)C)c1nccn1C
* HOMO level: -8.5 eV
* net charge: 0
* relative energy (zero: lowest compared OMol25 entry of this formula, charge and spin): 0.0 kcal/mol
* spin multiplicity: 1



No. 2
C11H27Cl16NNbO | wB97M-V/def2-TZVPD

```
57
C11H27Cl16NNbO wB97M-V/def2-TZVPD
C -5.35 0.68 -2.48
C -4.93 1.78 -1.52
O -5.71 2.15 -0.66
N -3.66 2.29 -1.69
C -3.60 3.73 -1.34
Nb -2.21 1.17 -0.60
H -4.53 0.38 -3.14
H -5.67 -0.19 -1.90
H -6.19 1.06 -3.07
H -3.64 3.93 -0.27
H -4.44 4.24 -1.80
H -2.67 4.15 -1.75
H -2.53 -0.28 -1.74
H -3.40 0.44 0.61
H -1.87 2.43 0.69
H -0.65 1.69 -1.47
H -1.14 0.00 0.25
C 0.26 -3.24 -1.15
Cl -1.23 -3.39 -0.20
Cl 0.95 -1.62 -1.10
H 0.98 -3.94 -0.75
H 0.03 -3.48 -2.18
C -4.04 3.69 2.53
Cl -3.87 2.36 3.69
Cl -2.56 4.62 2.35
H -4.29 3.25 1.56
H -4.83 4.34 2.89
C -0.84 7.17 -2.58
Cl 0.04 5.70 -3.02
Cl -1.96 6.90 -1.25
H -0.12 7.92 -2.28
H -1.41 7.49 -3.44
C 3.60 -2.51 1.48
Cl 2.99 -4.11 1.05
Cl 4.89 -1.97 0.40
H 2.78 -1.81 1.40
H 3.99 -2.55 2.49
C -0.62 -6.99 -1.12
Cl 0.57 -6.43 -2.31
Cl -0.07 -8.42 -0.24
H -0.79 -6.19 -0.41
H -1.53 -7.24 -1.65
C 8.18 -3.23 -0.56
Cl 8.41 -4.37 0.77
Cl 9.71 -2.55 -1.12
H 7.71 -3.76 -1.38
H 7.55 -2.42 -0.21
C -7.31 1.78 4.44
Cl -8.88 1.07 4.84
Cl -7.25 3.52 4.76
H -6.55 1.30 5.04
H -7.11 1.62 3.38
C 12.91 -2.33 1.05
Cl 12.20 -2.54 2.66
Cl 14.27 -3.43 0.76
H 12.14 -2.54 0.32
H 13.27 -1.32 0.97
```

Summary:
* frontier orbital gap: 7.032 eV
* HOMO level: -5.2 eV
* net charge: -1
* spin multiplicity: 1



No. 3
C5H4O3 | wB97M-V/def2-TZVPD

```
12
C5H4O3 wB97M-V/def2-TZVPD
C -1.75 0.15 -0.47
C -0.28 0.33 -0.05
C 0.78 -0.52 -0.38
C 1.93 -0.20 0.44
C 0.10 1.07 1.07
H -0.96 -0.96 -1.77
H 0.69 -1.36 -1.18
H 2.78 -1.15 0.73
H -0.26 1.83 1.92
O -1.67 -0.38 -1.76
O -2.86 0.45 -0.04
O 1.50 0.75 1.50
```

Summary:
* frontier orbital gap: 9.426 eV
* SMILES: O=C(O)c1ccoc1
* HOMO level: -9.5 eV
* net charge: 0
* relative energy (zero: lowest compared OMol25 entry of this formula, charge and spin): 85.8 kcal/mol
* spin multiplicity: 1



No. 4
C3H7FINO | wB97M-V/def2-TZVPD

```
14
C3H7FINO wB97M-V/def2-TZVPD
C -2.08 -0.37 0.91
C 2.31 0.28 -0.69
C 0.25 -0.23 0.26
N -0.88 -0.95 0.34
O 1.26 -0.65 -0.44
F 0.46 0.67 1.21
I -0.89 1.97 -2.01
H -2.47 0.42 0.26
H -2.82 -1.15 1.03
H -1.85 0.06 1.88
H 2.81 0.58 0.24
H 1.89 1.17 -1.19
H 3.01 -0.23 -1.35
H -1.01 -1.57 -0.45
```

Summary:
* frontier orbital gap: 7.175 eV
* HOMO level: -7.5 eV
* net charge: 0
* relative energy (zero: lowest compared OMol25 entry of this formula, charge and spin): 0.0 kcal/mol
* spin multiplicity: 1



No. 5
C3H3CrO2 | wB97M-V/def2-TZVPD

```
9
C3H3CrO2 wB97M-V/def2-TZVPD
C -3.33 0.18 0.19
C -2.17 -0.45 0.10
H -3.39 1.27 0.27
H -2.02 -1.50 -0.13
H -4.25 -0.39 0.07
O -0.94 0.38 0.01
C -0.25 -0.01 0.99
O -0.46 0.16 2.17
Cr 0.15 -0.14 3.88
```

Summary:
* frontier orbital gap (spin up / spin down): 5.720 / 7.192 eV
* HOMO level (spin up / spin down): -18.8 / -18.8 eV
* net charge: +2
* relative energy (zero: lowest compared OMol25 entry of this formula, charge and spin): 36.1 kcal/mol
* expectation value of S²: 8.780
* spin multiplicity: 6